149
Properties=species:S:1:pos:R:3 method="wB97M-V/def2-TZVPD" spin_multiplicity=4 total_energy_ev=-107935.843 s_squared=3.828 charge=-1 largest_force_ha_per_bohr=0.0479 homo_lumo_gap_ha="0.203 / 0.224" e_above_lowest_kj_mol=32.5
W -0.226 -0.191 -0.228
O -1.312 3.315 -2.172
C -1.792 4.141 -1.223
C -2.055 5.453 -1.608
C -2.554 6.368 -0.697
C -2.754 5.989 0.624
C -2.477 4.684 1.011
C -2.036 3.727 0.103
C -1.834 2.269 0.461
O -0.714 1.755 -0.193
N -0.241 1.789 2.273
N 0.501 0.728 1.738
C 1.536 0.459 2.446
C 2.464 -0.622 2.238
C 3.283 -1.031 3.297
C 4.085 -2.146 3.180
C 4.080 -2.855 1.969
C 3.310 -2.445 0.904
C 2.481 -1.311 1.015
O 1.800 -0.883 0.004
H -1.066 2.454 -1.765
H -1.860 5.723 -2.640
H -2.783 7.378 -1.017
H -3.129 6.699 1.351
H -2.604 4.409 2.050
H 1.666 1.045 3.354
H 3.247 -0.474 4.230
H 4.689 -2.480 4.013
H 4.684 -3.751 1.874
H 3.291 -3.004 -0.025
C -7.578 -5.438 2.875
O -6.781 -5.320 1.717
C -5.484 -5.730 1.810
C -4.939 -6.364 2.923
C -3.615 -6.776 2.900
C -2.801 -6.555 1.785
C -3.369 -5.906 0.668
C -4.687 -5.505 0.687
N -1.496 -6.997 1.854
N -0.742 -6.800 0.812
C -0.301 -5.607 0.372
C 0.061 -5.501 -0.990
C 0.182 -4.252 -1.582
C 0.025 -3.098 -0.818
O -0.055 -1.902 -1.338
C -0.108 -3.186 0.589
N -0.083 -1.992 1.235
C -0.462 -1.961 2.581
C -0.387 -3.272 3.289
C -0.364 -4.432 2.626
C -0.275 -4.426 1.189
H -8.559 -5.052 2.610
H -7.169 -4.847 3.700
H -7.678 -6.479 3.192
H -5.535 -6.553 3.805
H -3.181 -7.276 3.758
H -2.767 -5.725 -0.213
H -5.130 -5.013 -0.171
H 0.124 -6.411 -1.574
H 0.332 -4.153 -2.651
H 0.078 -1.202 3.139
H -0.407 -3.232 4.372
H -0.355 -5.378 3.155
C -1.536 -1.128 -3.990
C -0.553 -0.206 -3.288
C -0.231 1.022 -4.143
O -1.070 0.153 -2.026
H -1.160 -1.413 -4.978
H -2.503 -0.635 -4.109
H -1.677 -2.026 -3.387
H 0.367 -0.776 -3.172
H -1.137 1.477 -4.548
H 0.415 0.727 -4.978
H 0.284 1.782 -3.557
C 5.281 1.942 -3.336
N 3.967 1.310 -3.478
N 2.980 1.800 -2.624
C 2.272 0.759 -2.075
O 1.277 0.976 -1.385
C 2.895 -0.449 -2.569
C 3.905 -0.071 -3.368
C 4.871 -0.909 -4.130
C 2.578 3.164 -2.658
C 1.903 3.721 -1.575
C 1.505 5.047 -1.631
C 1.794 5.830 -2.740
C 2.460 5.265 -3.816
C 2.841 3.931 -3.785
H 5.157 3.018 -3.264
H 5.872 1.717 -4.222
H 5.807 1.584 -2.445
H 2.574 -1.444 -2.314
H 4.566 -1.951 -4.072
H 5.882 -0.827 -3.727
H 4.897 -0.606 -5.178
H 1.656 3.110 -0.721
H 0.959 5.468 -0.795
H 1.486 6.867 -2.770
H 2.673 5.858 -4.697
H 3.305 3.474 -4.651
C -7.772 4.744 -4.073
C -6.710 4.088 -3.227
C -6.765 4.118 -1.840
C -5.819 3.466 -1.052
C -5.981 3.562 0.444
C -4.760 2.749 -1.644
Te -3.609 1.201 -0.559
N -2.059 -0.578 0.608
C -2.551 -1.130 1.639
O -1.890 -1.510 2.737
C -4.011 -1.444 1.807
C -4.818 -1.671 0.696
C -6.184 -1.854 0.844
C -6.757 -1.824 2.108
C -5.950 -1.660 3.227
C -4.582 -1.480 3.077
C -1.640 1.972 1.941
C 0.450 2.940 2.612
C 0.128 3.602 3.734
C -0.875 3.106 4.650
C -1.922 2.311 4.346
C -2.455 2.086 2.997
C -3.957 2.183 2.898
C -4.675 2.760 -3.048
C -3.546 2.119 -3.823
C -5.644 3.421 -3.808
H -8.580 5.136 -3.452
H -8.201 4.031 -4.779
H -7.360 5.574 -4.654
H -7.577 4.651 -1.352
H -6.875 4.135 0.701
H -5.118 4.066 0.878
H -6.059 2.566 0.884
H -4.352 -1.744 -0.279
H -6.805 -2.014 -0.030
H -7.829 -1.940 2.220
H -6.390 -1.662 4.218
H -3.944 -1.348 3.942
H 1.312 3.212 2.000
H 0.690 4.489 3.998
H -0.768 3.417 5.685
H -2.580 2.034 5.164
H -4.381 2.519 3.848
H -4.395 1.219 2.643
H -4.256 2.881 2.128
H -2.982 1.424 -3.209
H -2.857 2.894 -4.164
H -3.932 1.597 -4.703
H -5.560 3.396 -4.893

16
Properties=species:S:1:pos:R:3 method="wB97M-V/def2-TZVPD" spin_multiplicity=1 total_energy_ev=-7393.692 largest_force_ha_per_bohr=0.0075 homo_lumo_gap_ha=0.392 e_above_lowest_kj_mol=103.5
C -1.482 0.593 -0.378
C -0.623 -0.185 0.611
C -0.380 -1.652 0.219
O 0.962 -1.367 -0.200
C 0.913 -0.075 0.436
C 1.539 1.014 -0.410
H -1.359 1.674 -0.251
H -2.545 0.361 -0.246
H -1.220 0.340 -1.412
H -0.977 -0.024 1.635
H -0.989 -2.049 -0.604
H -0.408 -2.361 1.059
H 1.433 -0.123 1.407
H 2.557 0.711 -0.681
H 1.604 1.956 0.149
H 0.976 1.186 -1.332

22
Properties=species:S:1:pos:R:3 method="wB97M-V/def2-TZVPD" spin_multiplicity=2 total_energy_ev=-14008.815 s_squared=0.757 charge=+2 largest_force_ha_per_bohr=0.0362 homo_lumo_gap_ha="0.342 / 0.196" e_above_lowest_kj_mol=0.0
O -1.402 -1.459 0.406
C -1.585 -0.285 0.558
C -0.422 0.674 0.433
N 0.753 0.133 -0.274
H -2.587 0.203 0.704
H -0.796 1.546 -0.101
H -0.109 1.121 1.367
H 1.230 -0.614 0.277
H 0.426 -0.346 -1.131
H 1.411 0.876 -0.678
H -0.814 -2.260 -1.320
H 0.411 -2.574 -2.185
O -0.229 -1.874 -1.983
H -3.414 2.525 1.724
H -1.916 2.853 1.719
O -2.537 2.113 1.731
H 2.557 -1.070 2.164
H 3.408 -1.575 0.954
O 2.532 -1.599 1.358
H 2.681 1.851 -2.510
H 2.081 2.790 -1.491
O 2.005 1.881 -1.818